Molecular formula: C15H14AsIN4O2PdS5
Method: DFT, wB97M-V/def2-TZVPD

XYZ file:
```
43
C15H14AsIN4O2PdS5 wB97M-V/def2-TZVPD
H -4.3095 0.4727 -5.4165
N 2.2014 0.3913 2.7322
O -1.9082 1.7336 1.2190
S -1.8783 0.3973 0.6881
H -4.3194 -0.1739 -0.7369
H 2.8442 1.7063 5.5927
Pd 2.0347 0.7305 0.5888
C 2.5126 1.0468 4.8100
I 1.3457 -1.2500 6.5293
H -3.6835 2.1195 -5.3525
C -1.4092 1.0406 -1.9449
H 3.2724 2.1336 3.0788
C -0.8576 -2.5292 0.2810
C -3.4373 1.0731 -5.1545
C -0.2685 -3.7639 0.1275
C -3.0503 0.8736 -3.7142
C 1.1185 -3.9007 0.1196
S 4.3614 0.6375 -0.1489
C 1.8981 -0.1895 4.8520
H 2.9486 -2.7577 0.2316
C 1.8637 -2.7436 0.2510
As 4.3948 2.8211 0.1905
S 4.8974 3.2190 2.2580
C -1.7687 1.1973 -3.2729
H -1.9293 -2.4211 0.3153
C -2.3382 0.5511 -1.0357
C -0.0278 -1.3943 0.4353
O -2.8132 -0.5587 1.2608
H -4.9645 0.1167 -3.1168
N 2.6500 1.3705 3.5216
H -0.4118 1.3001 -1.6072
N -0.3755 -0.0991 0.6339
C -3.6143 0.2216 -1.4555
H -2.6212 0.7999 -5.8246
H -1.0357 1.5767 -3.9757
H 1.6009 -4.8615 0.0075
S 2.1778 3.0123 0.0603
C -3.9649 0.3831 -2.7893
C 1.7155 -0.5600 3.5139
H 1.2583 -1.4390 3.0935
H -0.9019 -4.6375 0.0157
S 5.4766 3.8991 -1.2541
N 1.3160 -1.5454 0.3923
```

Properties
Spin multiplicity: 3
Energy above the lowest of the compared OMol25 structures with the same formula, charge and spin: 3.6 kcal per mole
LUMO energy (spin up / spin down): 3.51 / 3.51 eV
Kohn-Sham gap (spin up / spin down): 4.873 / 5.100 eV
Net charge: -2